(1)
Computed, not measured: a cluster of 10 separate species, C29H67Cl2N9O9 in total, with wB97M-V/def2-TZVPD.

The geometry in XYZ format:
```
116
Properties=species:S:1:pos:R:3:forces:R:3
Cl 1.6367 0.0829 -1.5769 0.0 -0.1 0.0
Cl -1.5246 -0.3551 1.2199 0.6 -0.7 -0.1
O -6.4057 0.1897 2.7388 0.3 0.8 -2.0
O -1.5549 -3.4378 3.5524 1.2 0.7 -0.1
O -2.8416 1.1657 -2.4311 -0.3 -0.9 1.0
O -1.8673 3.1922 5.7760 0.6 1.7 -2.4
O -1.7609 -3.2618 -0.6263 1.4 0.2 -0.3
O 0.9620 1.7039 -5.0353 0.6 0.0 0.3
O 5.8849 5.2127 -2.1080 -2.3 -1.3 -0.8
O 2.6789 0.9273 2.2496 -0.2 -0.5 -0.5
O 4.8889 -4.5717 1.3078 0.8 2.8 -1.6
N -4.4428 1.2988 -4.0361 -2.4 0.1 -2.3
N 0.7679 -0.5613 -4.6512 0.4 0.0 -0.1
N -0.9166 3.5904 3.6442 -1.2 -0.7 2.5
N 0.7299 -3.5009 3.6739 0.1 0.3 0.3
N 4.2355 3.5736 -2.3243 -0.1 1.4 -2.0
N -3.9126 -3.5041 -1.1569 -2.6 -3.2 0.8
N 4.3872 -2.8591 -0.1896 -0.1 1.0 -0.5
N 4.1479 1.2260 3.9261 -0.9 -0.4 0.5
N -5.1252 1.3535 1.2133 -0.5 -0.5 0.0
C -4.9957 1.6970 -0.1844 2.1 0.2 0.3
C -0.4525 -2.9210 3.3628 -1.7 -1.6 0.2
C -4.7773 1.8418 -5.3560 0.6 0.7 0.2
C 0.1686 -0.5939 0.5607 -0.5 1.3 0.2
C 4.8668 4.7409 -2.6712 2.0 0.4 1.3
C 2.2188 -0.8465 -4.7138 -0.7 0.3 1.0
C 0.8912 -4.7482 4.4285 -0.5 -0.2 -1.1
C 3.2108 2.9463 -3.2122 0.1 1.3 2.1
C -4.0063 -4.9986 -0.8734 0.4 0.5 -1.5
C 4.7303 2.7734 -1.2786 1.4 -1.0 1.0
C -2.8208 -2.7971 -0.9560 -0.5 0.5 1.1
C -5.2376 -2.8682 -1.1190 1.0 0.7 -0.1
C 3.0221 -3.3126 -0.4638 0.1 0.2 0.6
C -0.7350 4.4293 2.4581 0.2 -0.1 0.9
C 3.1184 1.1314 5.0069 0.2 0.7 -0.8
C -4.0444 1.7450 2.0983 -0.3 1.4 0.8
C 3.8287 1.0380 2.6342 -0.9 0.5 0.2
C 5.4338 1.7146 4.3079 0.8 -0.8 0.8
C 5.1823 -3.5105 0.6939 -0.8 -2.0 0.8
C 0.3018 0.7048 -4.8402 -0.1 -0.3 -0.7
C -6.1836 0.6241 1.5949 -0.3 -0.9 2.4
C 0.0535 -0.4450 -0.9286 -0.5 -0.2 -0.3
C -0.1080 -1.7331 -4.7175 0.7 0.2 1.0
C -0.3238 2.2728 3.6903 1.4 -0.4 -1.3
C -5.2681 0.2186 -3.6073 -0.3 -0.9 1.2
C -1.6475 3.9108 4.7811 0.3 -0.4 -0.1
C -3.3458 1.6433 -3.4230 2.9 1.0 0.3
C 1.9090 -2.6733 3.4866 -0.1 -0.8 0.4
C 4.7566 -1.4954 -0.7031 0.8 -0.3 0.4
H -4.3978 -5.3021 0.0975 -0.2 0.6 0.0
H 6.1791 1.5962 3.5215 -0.3 0.4 -0.3
H -4.1399 2.8135 2.2918 0.0 0.5 -0.2
H -5.7496 -3.0679 -2.0604 -0.4 -0.1 0.3
H 4.0463 1.9669 -1.0143 -0.3 0.3 0.0
H -0.9626 5.4842 2.6112 -0.6 -0.1 0.5
H 0.3688 -2.4976 -4.1041 0.3 -0.3 -0.4
H -5.1038 -1.7926 -1.0041 0.2 0.2 -0.5
H -5.7178 2.3927 -5.3483 -0.3 -0.5 0.0
H -3.1575 -1.7498 -1.0006 1.1 0.6 -0.2
H 2.3737 -2.5903 0.0322 -0.4 0.1 -0.6
H 2.7169 -3.3461 3.1991 0.2 0.4 -0.4
H -0.7926 0.7968 -4.9184 -0.2 -0.5 0.4
H 2.1034 1.1439 4.6098 0.3 0.0 -0.4
H -4.6072 -5.3829 -1.6976 -0.6 -0.1 0.3
H -1.3507 4.0529 1.6412 0.4 0.0 -0.2
H 2.2083 -2.2085 4.4260 0.0 0.3 0.1
H 5.8211 1.0664 5.0940 0.1 0.1 0.3
H 2.7627 -4.2656 -0.0028 0.7 -0.1 0.0
H 5.3822 2.7250 4.7136 0.1 0.1 -0.3
H 0.9692 -4.6062 5.5063 0.3 0.1 -0.1
H 6.1511 -2.9903 0.7473 0.1 -0.3 0.4
H 2.6683 3.7670 -3.6814 0.1 -0.4 -0.5
H 4.6722 1.0421 1.9266 0.2 0.1 0.2
H 1.6502 -1.9170 2.7456 0.6 0.0 0.1
H -4.7334 1.0652 -6.1197 -0.3 -0.1 0.1
H 1.7182 -5.2921 3.9719 0.6 0.3 0.5
H 2.8798 -3.4120 -1.5399 -0.3 0.3 0.1
H -4.9128 -0.0519 -2.6130 0.1 -0.4 -0.2
H -0.6513 1.6569 2.8528 -0.2 -0.1 0.0
H 0.6810 0.2707 0.9825 0.3 -0.3 0.0
H -0.2673 -1.3802 -1.3875 0.3 -0.1 -0.1
H 2.5612 2.5784 -2.4179 -0.6 -0.7 -0.8
H 4.8183 -1.3653 -1.7836 -0.3 -0.8 -0.2
H -1.9609 4.9550 4.6275 -0.5 0.1 0.7
H 0.0899 -5.4634 4.2428 -0.6 0.6 0.0
H 0.6628 -1.5173 0.8629 -0.6 0.0 0.1
H 5.6527 2.2723 -1.5720 0.3 -0.2 -0.2
H 2.7599 -0.0671 -4.1774 0.0 0.4 -0.7
H -5.7904 -3.0732 -0.2022 -0.2 -0.8 -0.2
H 3.5770 2.1622 -3.8749 0.0 0.2 0.0
H -0.3458 -1.9564 2.8429 0.0 -0.1 0.2
H 5.0266 3.3242 -0.3859 -0.4 0.3 -0.1
H -3.0968 -5.5819 -1.0166 0.5 0.9 0.2
H -4.9419 2.7746 -0.3397 -0.6 0.2 -0.1
H 0.3354 4.4799 2.2586 0.0 -0.5 -0.6
H -0.6988 0.2963 -1.1978 0.3 0.2 0.0
H -3.9672 1.3892 -0.3728 0.0 -0.2 -0.9
H -1.0185 -1.6118 -4.1307 -0.4 0.5 -0.7
H 2.5569 -1.0292 -5.7338 0.1 0.2 0.1
H -4.0550 2.6045 -5.6468 0.3 -0.1 0.1
H 2.4315 -1.6951 -4.0636 -0.2 -0.4 -0.3
H -6.3318 0.4218 -3.4840 0.0 0.8 -0.2
H -3.0347 1.6420 1.7008 -0.3 -0.5 -0.3
H -4.1117 1.3736 3.1208 -0.2 -0.8 -0.4
H -6.8579 0.4324 0.7460 -0.2 -0.1 0.1
H -0.4194 1.6836 4.6023 -0.7 0.7 0.1
H 0.7485 2.4104 3.5508 0.2 -0.1 -0.2
H -0.2235 -2.0690 -5.7480 -0.4 -0.2 0.1
H 3.1916 0.2355 5.6235 0.5 0.0 -0.1
H 4.4366 5.3077 -3.5114 -0.3 -0.4 0.0
H 5.7616 -1.2281 -0.3767 0.2 -0.4 0.2
H 4.1683 -0.6374 -0.3776 -0.7 -0.5 0.5
H -5.2557 -0.6361 -4.2836 0.5 -0.1 -0.1
H -5.6606 1.1884 -0.8824 -0.2 0.1 0.5
H -2.7420 2.4240 -3.9110 -0.5 0.3 -0.5
H 3.2118 2.0343 5.6103 0.1 -0.1 0.3
```
Positions in Å, forces in eV/Å.

## Properties
Net charge: 0
HOMO: -8.914 eV

Results of the Mulliken charge analysis, in e, for atoms 1 through 5: Cl 0.1264; Cl -0.1933; O -0.6218; O -0.6739; O -0.5420

***

(2)
Computed, not measured: a structure of composition C37H33CsN5O3S2, with wB97M-V/def2-TZVPD.

The geometry in XYZ format:
```
81
Properties=species:S:1:pos:R:3:forces:R:3
Cs -1.3572 0.9902 -1.2696 1.7 -0.1 1.1
S -0.0727 3.4780 3.1446 0.0 0.1 0.2
S 3.6566 0.7153 -2.1312 -0.1 0.0 0.1
O -0.4251 -1.9959 -1.7374 -0.1 0.1 0.0
O -3.1273 1.1669 -2.9414 -1.6 0.1 -1.4
O 5.1027 -3.4444 -0.1345 0.0 -0.2 0.0
N -3.0508 -1.4296 -1.8757 0.1 -0.3 0.0
N 4.1892 -1.5122 -0.8248 -0.1 0.1 0.1
N 0.8426 3.3367 -0.7677 0.0 0.1 0.1
N -4.2950 -1.2951 -1.7556 -0.4 0.2 -0.1
N 3.1169 0.1543 0.4062 -0.3 0.1 0.2
C -0.0043 1.5026 1.3985 0.5 -0.2 0.3
C 1.3063 6.0180 -0.2121 0.0 0.0 0.1
C -5.2256 2.1932 -2.8705 0.0 0.0 0.0
C -0.5542 1.9311 3.6772 -0.1 -0.1 0.1
C -0.4679 1.0089 2.6720 0.0 0.1 0.0
C -4.3352 1.0657 -2.6107 0.0 -0.1 -0.2
C -8.5248 1.0139 -1.6654 0.0 0.0 0.0
C -6.9860 -1.2216 -1.1071 0.0 0.1 0.0
C 1.4389 5.5431 -1.5113 0.0 0.0 0.0
C 0.6962 3.7933 0.4884 0.0 -0.1 0.1
C -8.3310 -1.2145 -0.8266 0.0 0.0 0.0
C -6.3454 -0.1011 -1.6942 0.1 -0.2 0.1
C -3.0816 -5.1595 -1.4221 0.0 0.0 0.0
C 6.2111 -0.2267 0.8903 0.1 0.1 0.0
C -9.1220 -0.0876 -1.1041 0.0 0.0 0.0
C 0.9532 -2.2612 -1.8853 0.0 0.1 0.1
C 3.0024 1.2517 3.2328 0.0 0.1 0.0
C 6.0822 -2.2174 2.2436 0.1 0.0 0.1
C -1.2687 -3.0576 -1.6218 0.1 -0.1 0.0
C -2.6465 -2.7896 -1.6805 -0.1 0.2 -0.1
C 3.3597 -0.1854 2.8698 0.0 0.1 0.0
C 3.6396 -0.2232 -0.7471 0.3 -0.1 -0.2
C 6.8325 -1.5972 3.2297 0.0 0.0 0.0
C -3.5322 -3.8572 -1.5954 0.0 -0.1 0.0
C 2.7338 -0.6681 1.5622 0.1 0.1 -0.1
C -6.5351 2.1775 -2.5643 0.0 0.0 0.0
C 0.2499 2.8432 1.5256 0.0 0.0 -0.1
C 1.2028 4.1950 -1.7209 0.0 -0.1 0.1
C -7.1499 1.0263 -1.9665 0.0 0.0 0.0
C -1.7209 -5.4082 -1.3443 0.0 0.0 0.0
C 0.9415 5.1436 0.7918 0.1 0.1 -0.1
C -4.9222 -0.0933 -1.9961 -0.2 0.0 0.1
C -0.8144 -4.3597 -1.4485 0.0 0.0 0.0
C 6.9769 0.3865 1.8725 0.0 0.0 -0.1
C 5.7556 -1.5253 1.0851 0.0 -0.1 -0.1
C 7.2771 -0.2934 3.0436 0.0 0.0 0.0
C 4.9795 -2.2507 0.0342 0.1 0.2 0.1
H 7.8640 0.1923 3.8142 0.0 0.0 0.0
H -10.1814 -0.0880 -0.8754 0.0 0.0 0.0
H -4.7571 3.0573 -3.3285 0.0 0.0 0.0
H -6.3893 -2.0911 -0.8733 0.0 0.0 0.0
H 1.6499 -0.5902 1.6146 -0.2 0.0 0.1
H 4.4445 -0.2840 2.8178 -0.1 0.0 0.1
H -4.5885 -3.6402 -1.6757 0.0 0.0 0.0
H 2.9941 -1.7082 1.3650 0.0 0.1 0.0
H 7.3314 1.3990 1.7231 0.0 0.0 0.0
H -9.1096 1.9030 -1.8877 0.0 -0.1 0.0
H 5.9765 0.3065 -0.0246 0.0 0.0 0.0
H 1.4232 -1.2982 -2.0673 0.1 0.0 0.0
H -0.7384 -0.0311 2.8474 0.0 0.1 0.0
H 1.1387 -2.9240 -2.7341 0.0 0.0 0.0
H 1.9217 1.3988 3.2909 0.2 0.0 0.0
H 1.4879 7.0622 0.0166 0.0 0.0 0.0
H 1.3185 3.7679 -2.7142 0.0 0.0 0.0
H 2.6144 1.0355 0.3449 -0.1 0.1 0.1
H 5.7333 -3.2364 2.3590 0.0 0.0 0.0
H 4.0767 -1.9334 -1.7298 0.0 -0.1 -0.2
H 7.0703 -2.1278 4.1436 0.0 0.0 0.0
H 3.0175 -0.8660 3.6565 0.0 0.0 0.0
H -0.8807 1.7840 4.7012 0.0 0.0 -0.1
H -1.3510 -6.4178 -1.2096 0.0 0.0 0.0
H 1.3763 -2.7056 -0.9815 0.0 0.0 0.1
H 1.7181 6.1890 -2.3339 0.0 0.0 0.0
H -8.7840 -2.0933 -0.3786 0.0 0.0 0.0
H -3.7941 -5.9740 -1.3574 0.0 0.0 0.0
H -7.1579 3.0441 -2.7689 0.0 0.0 0.0
H 3.3950 1.9572 2.4913 0.0 -0.1 0.1
H 3.4393 1.5210 4.1984 0.0 0.0 -0.1
H 0.8434 5.4960 1.8106 0.0 0.0 0.0
H 0.2463 -4.5637 -1.3903 -0.1 0.0 0.0
```
Positions in Å, forces in eV/Å.

## Properties
Net charge: -1
HOMO: -4.268 eV

Results of the Mulliken charge analysis, in e, for atoms 1 through 5: Cs 1.1830; S -0.3510; S -0.3084; O -0.2638; O -0.9363

***

Maximum force / eV/A: 4.22 2.09
Energy relative to the best compared isomer or geometry (same formula, charge and spin) / kcal per mole: 158.8 16.7
Lowest unoccupied orbital energy / Eh: 0.005 0.074